Here is C30H27N5NiO2S as an isolated structure from OMol25. Energies are from ωB97M-V/def2-TZVPD.

Last column: Löwdin spin population.
Positions of all 66 atoms, in Å:
Ni: -0.169 -0.427 -1.132  1.728
C: -0.476 3.353 1.173  0.001
C: 0.586 2.462 0.522  0.004
C: 1.244 1.561 1.529  0.004
C: 2.316 2.040 2.265  -0.001
C: 2.910 1.270 3.249  0.004
C: 2.415 0.007 3.505  0.000
C: 1.339 -0.517 2.794  0.005
C: 0.885 -1.909 3.162  0.000
C: 0.088 -1.946 4.465  0.000
C: 0.751 0.269 1.783  0.004
N: -0.242 -0.263 0.916  0.061
C: -1.275 -0.908 1.356  0.002
C: -2.035 -1.695 0.460  0.003
C: -3.208 -2.443 0.606  0.000
C: -3.465 -3.001 -0.644  0.002
C: -2.441 -2.565 -1.498  0.007
N: -1.577 -1.791 -0.833  0.062
H: -0.913 4.036 0.442  0.000
H: -0.051 3.945 1.985  0.000
H: -1.282 2.739 1.578  0.000
H: 1.352 3.074 0.038  0.000
H: 0.090 1.881 -0.247  0.003
H: 2.687 3.037 2.053  0.000
H: 3.755 1.650 3.809  0.000
H: 2.876 -0.610 4.267  0.000
H: 1.776 -2.531 3.283  0.000
H: 0.316 -2.362 2.352  0.000
H: 0.683 -1.546 5.288  0.000
H: -0.199 -2.967 4.718  0.000
H: -0.821 -1.343 4.407  0.000
H: -1.552 -0.868 2.407  0.001
H: -3.788 -2.551 1.508  0.000
H: -4.287 -3.644 -0.914  0.001
H: -2.302 -2.786 -2.546  0.001
O: 0.160 1.204 -3.651  0.009
C: -0.910 1.480 -3.105  0.012
N: -1.304 0.984 -1.905  0.038
C: -2.536 1.526 -1.544  0.001
O: -3.122 1.323 -0.510  0.001
C: -2.974 2.420 -2.673  0.001
C: -4.107 3.181 -2.840  0.000
C: -4.215 3.921 -4.017  0.000
C: -3.210 3.888 -4.981  0.000
C: -2.065 3.114 -4.798  0.001
C: -1.974 2.388 -3.631  0.002
H: -4.881 3.199 -2.083  0.000
H: -5.092 4.531 -4.190  0.000
H: -3.324 4.475 -5.883  0.000
H: -1.276 3.082 -5.538  0.000
N: 2.593 0.970 -2.165  0.005
C: 2.760 -0.165 -1.475  0.009
N: 1.788 -1.006 -1.217  0.020
C: 2.246 -2.106 -0.491  0.000
C: 1.486 -3.202 -0.110  0.001
C: 2.104 -4.228 0.583  0.000
C: 3.458 -4.170 0.912  0.000
C: 4.226 -3.077 0.534  0.000
C: 3.604 -2.062 -0.170  0.000
S: 4.313 -0.603 -0.814  0.003
H: 1.730 1.084 -2.709  0.002
H: 3.391 1.530 -2.403  0.000
H: 0.429 -3.240 -0.357  0.001
H: 1.521 -5.088 0.885  0.000
H: 3.916 -4.981 1.461  0.000
H: 5.278 -3.027 0.779  0.000

2S+1: 3
Kohn-Sham gap (spin up / spin down) in eV: 7.689 / 7.545


Here is C30H28BF4I2N8O3Sn as an isolated structure from OMol25. Energies are from ωB97M-V/def2-TZVPD.

Last column: Löwdin charge in e.
Positions of all 77 atoms, in Å:
Sn: -0.538 -0.390 -0.819  1.332
N: -1.428 1.333 3.712  0.112
C: -2.072 1.322 2.517  -0.200
N: -1.805 2.065 1.512  0.125
C: -0.712 2.934 1.601  -0.301
N: -0.178 3.499 0.585  0.072
N: -0.759 3.152 -0.632  0.029
C: 0.107 3.095 -1.560  -0.134
C: -0.205 2.620 -2.920  -0.295
C: 0.732 2.837 -3.922  -0.032
C: 0.511 2.300 -5.177  -0.058
C: -0.642 1.567 -5.383  -0.039
C: -1.516 1.393 -4.319  -0.132
N: -1.317 1.899 -3.107  0.114
C: -0.113 3.162 2.932  -0.100
C: 0.852 4.138 3.168  -0.024
C: 1.461 4.242 4.404  -0.087
C: 1.112 3.361 5.427  -0.091
C: 0.151 2.392 5.217  -0.031
C: -0.461 2.297 3.969  -0.207
H: -1.626 0.605 4.378  0.108
H: -2.881 0.603 2.449  0.065
H: 1.151 3.341 -1.358  0.121
H: 1.651 3.359 -3.694  0.118
H: 1.249 2.412 -5.958  0.110
H: -0.849 1.089 -6.331  0.106
H: -2.398 0.775 -4.450  0.098
H: 1.123 4.790 2.349  0.111
H: 2.216 4.998 4.575  0.099
H: 1.595 3.434 6.394  0.102
H: -0.126 1.704 6.007  0.112
I: 0.976 -6.985 3.104  0.804
C: 0.142 -5.304 2.186  -0.750
C: -0.779 -4.534 2.869  -0.252
C: -1.308 -3.419 2.240  -0.618
I: -2.741 -2.303 3.281  0.927
C: -0.953 -3.013 0.942  -0.449
O: -1.472 -1.947 0.396  -0.314
C: -0.031 -3.853 0.265  -0.155
C: 0.372 -3.523 -1.145  -0.143
N: 1.053 -2.225 -1.246  -0.121
C: 2.357 -2.154 -0.550  -0.114
C: 2.367 -1.128 0.560  -0.298
C: 3.086 0.057 0.429  -0.010
C: 3.026 0.985 1.453  -0.048
C: 2.262 0.702 2.576  -0.068
C: 1.584 -0.506 2.614  -0.140
N: 1.631 -1.407 1.637  0.125
C: 0.504 -4.963 0.889  -0.121
H: -1.085 -4.792 3.873  0.071
H: -0.509 -3.460 -1.786  0.121
H: 1.010 -4.328 -1.529  0.126
H: 1.214 -2.017 -2.232  0.088
H: 3.129 -1.908 -1.278  0.113
H: 2.587 -3.130 -0.114  0.125
H: 3.644 0.242 -0.479  0.104
H: 3.558 1.925 1.373  0.108
H: 2.191 1.400 3.400  0.086
H: 0.972 -0.771 3.473  0.102
H: 1.219 -5.573 0.349  0.098
N: -2.891 0.269 -0.595  -0.071
C: -3.818 -0.014 -1.690  -0.233
C: -3.631 -1.446 -2.186  -0.101
C: -2.414 -1.592 -3.092  -0.645
O: -2.562 -1.952 -4.248  0.039
O: -1.252 -1.307 -2.579  -0.225
H: -3.142 -0.256 0.237  0.056
H: -2.818 1.257 -0.364  0.049
H: -3.606 0.700 -2.487  0.099
H: -4.859 0.136 -1.384  0.109
H: -4.501 -1.762 -2.759  0.112
H: -3.518 -2.109 -1.323  0.113
F: 4.189 -0.162 -2.677  0.085
B: 2.949 -0.059 -3.346  -1.252
F: 2.008 0.532 -2.459  0.056
F: 3.082 0.723 -4.493  0.116
F: 2.495 -1.355 -3.673  0.096

Energy above the lowest of the compared OMol25 structures with the same formula, charge and spin in kcal per mole: 0.0
Net charge: -1
Kohn-Sham gap in eV: 6.951


Here is C30H28BMnN6S4 as an isolated structure at a distorted geometry from OMol25. Energies are from ωB97M-V/def2-TZVPD.

Last column: Löwdin spin population.
Positions of all 70 atoms, in Å:
Mn: -0.009 -0.466 0.825  4.680
C: -2.107 -1.380 -4.239  0.001
C: -2.236 -1.203 -2.767  0.003
C: -3.268 -1.591 -1.936  0.002
C: -2.851 -1.235 -0.643  0.006
N: -1.652 -0.653 -0.719  0.030
N: -1.278 -0.638 -2.000  0.003
B: -0.002 0.099 -2.445  0.001
N: -0.002 1.475 -1.750  0.001
N: 0.000 1.622 -0.420  0.026
C: -0.001 2.932 -0.155  0.004
C: -0.004 3.642 -1.370  0.001
C: -0.005 2.680 -2.356  0.002
C: -0.008 2.888 -3.831  0.000
C: 0.002 3.473 1.197  0.000
C: 0.003 4.854 1.392  0.000
C: 0.007 5.394 2.662  0.000
C: 0.010 4.567 3.773  0.001
C: 0.008 3.192 3.594  0.001
C: 0.005 2.649 2.323  0.010
N: 1.274 -0.639 -1.999  0.003
N: 1.646 -0.659 -0.717  0.030
C: 2.848 -1.235 -0.643  0.005
C: 3.268 -1.584 -1.938  0.002
C: 2.235 -1.196 -2.767  0.003
C: 2.110 -1.367 -4.240  0.001
C: 3.511 -1.448 0.634  0.001
C: 4.568 -2.346 0.774  0.001
C: 5.149 -2.555 2.013  0.001
C: 4.670 -1.895 3.133  0.001
C: 3.613 -1.006 3.005  0.002
C: 3.058 -0.768 1.765  0.009
C: -3.511 -1.447 0.636  0.001
C: -3.059 -0.763 1.765  0.010
C: -3.615 -0.999 3.006  0.002
C: -4.670 -1.889 3.136  0.001
C: -5.145 -2.556 2.018  0.001
C: -4.564 -2.349 0.779  0.001
H: -2.970 -1.918 -4.624  0.000
H: -1.209 -1.952 -4.470  0.000
H: -2.033 -0.420 -4.748  0.000
H: -4.197 -2.040 -2.227  0.000
H: -0.001 0.220 -3.621  0.000
H: -0.006 4.701 -1.522  0.000
H: -0.009 3.953 -4.053  0.000
H: -0.887 2.441 -4.292  0.000
H: 0.871 2.443 -4.296  0.000
H: 0.001 5.515 0.539  0.000
H: 0.008 6.469 2.785  0.000
H: 0.013 4.996 4.768  0.000
H: 0.010 2.538 4.453  0.000
H: 0.004 1.560 2.196  0.008
H: 4.199 -2.028 -2.230  0.000
H: 2.975 -1.902 -4.626  0.000
H: 2.034 -0.405 -4.746  0.000
H: 1.214 -1.940 -4.476  0.000
H: 4.917 -2.902 -0.084  0.000
H: 5.970 -3.252 2.109  0.000
H: 5.111 -2.077 4.104  0.000
H: 3.213 -0.504 3.874  0.000
H: 2.252 -0.036 1.658  0.006
H: -2.254 -0.030 1.657  0.006
H: -3.218 -0.491 3.873  0.000
H: -5.111 -2.069 4.107  0.000
H: -5.963 -3.257 2.116  0.000
H: -4.910 -2.910 -0.078  0.000
S: 0.025 -0.724 3.433  0.026
S: -0.111 -2.624 4.014  0.024
S: 0.103 -3.983 2.300  0.026
S: -0.042 -2.973 0.607  0.055

2S+1: 6
Net charge: -1
Kohn-Sham gap (spin up / spin down) in eV: 5.052 / 5.048


Here is C30H28ClN4O4PtS2 as an isolated structure from OMol25. Energies are from ωB97M-V/def2-TZVPD.

Last column: Löwdin charge in e.
Positions of all 70 atoms, in Å:
Pt: 0.293 -0.592 0.315  1.295
Cl: -6.333 2.281 -0.537  0.686
C: -4.748 1.598 -0.679  -0.673
C: -4.335 1.046 -1.893  -0.090
C: -3.094 0.469 -2.004  -0.022
C: -2.186 0.402 -0.917  -0.329
O: -1.081 -0.255 -1.134  -0.209
C: -2.583 1.068 0.276  -0.118
C: -1.733 1.300 1.408  -0.046
N: -0.488 0.989 1.473  -0.057
C: 0.316 1.248 2.604  -0.178
C: 0.108 2.261 3.503  0.017
C: 0.961 2.410 4.613  -0.041
C: 2.023 1.571 4.792  -0.003
C: 2.292 0.551 3.853  -0.126
C: 3.417 -0.302 3.942  0.035
C: 3.646 -1.217 2.959  0.002
C: 2.744 -1.317 1.889  -0.096
N: 1.671 -0.565 1.802  -0.059
C: 1.431 0.393 2.756  -0.120
C: -3.875 1.624 0.374  -0.046
H: -4.998 1.095 -2.748  0.111
H: -2.751 0.089 -2.957  0.101
H: -2.186 1.811 2.256  0.143
H: -0.702 2.963 3.360  0.120
H: 0.772 3.208 5.318  0.117
H: 2.685 1.689 5.640  0.125
H: 4.089 -0.208 4.786  0.132
H: 4.501 -1.876 2.980  0.122
H: 2.888 -2.042 1.103  0.078
H: -4.174 2.097 1.302  0.121
O: -1.377 -1.712 1.325  -0.481
S: -0.623 -2.985 1.640  0.175
O: 0.139 -2.848 2.852  -0.348
O: -1.407 -4.176 1.478  -0.345
S: 0.695 -2.873 -0.002  0.499
C: 2.317 4.189 -1.985  -0.073
C: 1.331 3.835 -1.045  -0.070
C: 1.114 2.527 -0.718  -0.040
C: 1.866 1.475 -1.303  -0.154
C: 1.695 0.084 -1.009  -0.219
C: 2.457 -0.842 -1.666  -0.145
C: 3.427 -0.464 -2.621  -0.071
C: 3.624 0.849 -2.910  -0.034
C: 2.850 1.842 -2.264  -0.162
C: 3.054 3.209 -2.579  -0.030
H: 2.482 5.229 -2.235  0.107
H: 0.733 4.608 -0.578  0.105
H: 0.342 2.295 -0.008  0.071
H: 2.345 -1.900 -1.478  0.022
H: 4.010 -1.233 -3.111  0.109
H: 4.367 1.156 -3.635  0.116
H: 3.814 3.457 -3.310  0.116
N: -4.088 -2.994 -3.301  0.056
C: -3.685 -3.734 -2.047  -0.076
C: -2.344 -3.176 -1.602  -0.213
N: -1.335 -3.211 -2.633  -0.050
C: -1.731 -2.667 -3.902  -0.190
C: -3.078 -3.187 -4.402  -0.093
H: -4.139 -1.996 -3.069  0.157
H: -5.015 -3.281 -3.610  0.180
H: -3.635 -4.789 -2.313  0.137
H: -4.466 -3.576 -1.305  0.140
H: -2.005 -3.723 -0.726  0.086
H: -2.485 -2.139 -1.276  0.101
H: -0.805 -4.067 -2.671  0.120
H: -0.971 -2.872 -4.654  0.136
H: -1.793 -1.579 -3.810  0.105
H: -3.053 -4.256 -4.610  0.135
H: -3.437 -2.651 -5.279  0.133

Energy above the lowest of the compared OMol25 structures with the same formula, charge and spin in kcal per mole: 0.7
Net charge: +1
Kohn-Sham gap in eV: 6.755


Looking at total energy for the records above, in order, we have -94975.635; -83218.846; -115850.420; -83149.432 eV.